{
  "formula": "C33H67NO20S6",
  "method": "ωB97M-V/def2-TZVPD",
  "e_lumo_ha": -0.0275,
  "e_homo_ha": -0.3199,
  "smiles": "C#CC1=C(CCN)C(=O)C([C@@H](C)CCC)=CC1=O.CCOS(C)(=O)=O.CCOS(C)(=O)=O.CCOS(C)(=O)=O.CCOS(C)(=O)=O.CCOS(C)(=O)=O.CCOS(C)(=O)=O",
  "orbital_gap_ha": 0.2924,
  "elements": ["C", "C", "C", "C", "C", "C", "N", "C", "O", "C", "C", "C", "C", "C", "C", "C", "C", "O", "H", "H", "H", "H", "H", "H", "H", "H", "H", "H", "H", "H", "H", "H", "H", "H", "H", "H", "H", "C", "C", "O", "S", "C", "O", "O", "H", "H", "H", "H", "H", "H", "H", "H", "C", "C", "O", "S", "C", "O", "O", "H", "H", "H", "H", "H", "H", "H", "H", "C", "C", "O", "S", "C", "O", "O", "H", "H", "H", "H", "H", "H", "H", "H", "C", "C", "O", "S", "C", "O", "O", "H", "H", "H", "H", "H", "H", "H", "H", "C", "C", "O", "S", "C", "O", "O", "H", "H", "H", "H", "H", "H", "H", "H", "C", "C", "O", "S", "C", "O", "O", "H", "H", "H", "H", "H", "H", "H", "H"],
  "xyz": [[-3.334, 2.710, 0.139], [-3.522, 1.499, 0.104], [-4.220, 0.155, -0.238], [-3.878, -0.553, -1.378], [-2.797, -0.123, -2.438], [-1.331, 0.101, -1.857], [-0.250, -0.371, -2.782], [-4.705, -1.892, -1.619], [-4.198, -2.933, -1.999], [-6.255, -1.772, -1.272], [-7.280, -2.444, -2.252], [-8.789, -2.379, -1.757], [-7.223, -1.700, -3.688], [-6.943, -0.139, -3.596], [-8.115, 0.688, -2.877], [-6.593, -1.064, -0.127], [-5.379, -0.431, 0.685], [-5.356, -0.394, 1.900], [-3.040, 3.792, 0.173], [-2.799, -0.934, -3.241], [-3.205, 0.804, -2.963], [-1.185, 1.228, -1.781], [-1.134, -0.391, -0.864], [0.006, -1.341, -2.574], [-0.528, -0.262, -3.759], [-7.022, -3.535, -2.457], [-9.034, -1.370, -1.317], [-9.513, -2.584, -2.602], [-8.988, -3.155, -0.962], [-8.175, -1.850, -4.286], [-6.376, -2.149, -4.305], [-6.926, 0.251, -4.670], [-5.917, 0.122, -3.178], [-7.992, 0.709, -1.746], [-8.057, 1.768, -3.222], [-9.144, 0.309, -3.184], [-7.663, -0.921, 0.172], [-4.349, -4.926, -5.700], [-3.159, -5.102, -4.776], [-1.940, -5.257, -5.513], [-1.277, -3.950, -6.177], [0.286, -4.673, -6.574], [-1.084, -2.957, -5.157], [-1.965, -3.652, -7.399], [-4.292, -3.980, -6.241], [-5.281, -4.932, -5.131], [-4.382, -5.724, -6.445], [-3.080, -4.272, -4.069], [-3.293, -6.013, -4.189], [0.798, -4.940, -5.652], [0.865, -3.931, -7.124], [0.120, -5.551, -7.196], [-0.378, 1.224, 3.484], [-0.498, 2.732, 3.370], [0.782, 3.371, 3.453], [1.749, 3.315, 2.169], [2.918, 4.526, 2.715], [1.043, 3.838, 1.033], [2.402, 2.038, 2.138], [0.140, 0.803, 2.620], [-1.366, 0.763, 3.541], [0.196, 0.949, 4.371], [-1.014, 3.019, 2.450], [-1.095, 3.108, 4.204], [2.422, 5.492, 2.783], [3.723, 4.568, 1.982], [3.314, 4.222, 3.683], [6.834, 2.313, -0.429], [7.326, 2.473, 0.995], [8.522, 3.254, 1.050], [8.410, 4.854, 0.870], [10.051, 5.248, 1.392], [7.479, 5.368, 1.837], [8.294, 5.155, -0.529], [6.502, 3.267, -0.840], [5.992, 1.618, -0.472], [7.633, 1.943, -1.075], [6.553, 2.907, 1.636], [7.568, 1.491, 1.403], [10.162, 4.984, 2.442], [10.195, 6.320, 1.257], [10.758, 4.699, 0.777], [16.070, 3.423, 3.237], [15.476, 4.762, 2.841], [15.375, 4.898, 1.419], [14.196, 4.111, 0.656], [14.350, 4.936, -0.899], [12.937, 4.471, 1.250], [14.586, 2.743, 0.486], [15.397, 2.602, 2.981], [16.252, 3.386, 4.313], [17.010, 3.247, 2.710], [14.502, 4.917, 3.312], [16.131, 5.563, 3.187], [14.095, 5.987, -0.770], [13.659, 4.464, -1.596], [15.372, 4.824, -1.257], [-5.298, 2.684, 7.863], [-5.536, 3.393, 6.544], [-5.055, 4.741, 6.572], [-3.470, 4.992, 6.459], [-3.541, 6.735, 6.174], [-2.981, 4.348, 5.272], [-2.871, 4.765, 7.742], [-4.232, 2.537, 8.046], [-5.777, 1.703, 7.865], [-5.690, 3.273, 8.695], [-5.087, 2.842, 5.712], [-6.609, 3.446, 6.352], [-4.031, 6.919, 5.220], [-2.518, 7.110, 6.150], [-4.089, 7.203, 6.991], [-5.736, -11.106, -0.687], [-5.878, -9.601, -0.813], [-4.610, -8.941, -0.739], [-3.644, -8.992, -2.026], [-2.496, -7.758, -1.492], [-4.361, -8.492, -3.166], [-2.970, -10.257, -2.049], [-5.215, -11.527, -1.549], [-6.717, -11.581, -0.622], [-5.156, -11.366, 0.201], [-6.400, -9.328, -1.734], [-6.476, -9.224, 0.019], [-3.009, -6.799, -1.431], [-1.694, -7.709, -2.228], [-2.094, -8.047, -0.522]]
}



{
  "formula": "C3H3I2N",
  "method": "ωB97M-V/def2-TZVPD",
  "e_lumo_ha": [-0.1449, -0.1454],
  "e_homo_ha": [-0.3037, -0.3032],
  "e_above_lowest_kj_mol": 555.9,
  "orbital_gap_ha": [0.1589, 0.1578],
  "elements": ["C", "C", "C", "N", "I", "I", "H", "H", "H"],
  "xyz": [[-0.827, -1.273, -0.934], [-0.977, -0.289, -0.201], [-0.939, 0.848, 0.662], [0.299, 1.283, 1.016], [1.865, 0.642, -0.010], [4.475, -1.549, -0.872], [-0.827, -2.125, -1.449], [-1.499, 0.661, 1.632], [-1.571, 1.802, 0.157]]
}



{
  "formula": "C11H7NO5Pt",
  "method": "ωB97M-V/def2-TZVPD",
  "charge": 2,
  "e_lumo_ha": [-0.2929, -0.3906],
  "s2": 2.04,
  "e_homo_ha": [-0.5605, -0.5924],
  "e_above_lowest_kj_mol": 0.0,
  "spin_multiplicity": 3,
  "orbital_gap_ha": [0.2676, 0.2017],
  "elements": ["O", "C", "Pt", "O", "C", "C", "O", "C", "O", "C", "O", "N", "C", "C", "C", "C", "C", "C", "H", "H", "H", "H", "H", "H", "H"],
  "xyz": [[-1.013, 0.772, -4.411], [-0.431, 1.050, -3.456], [0.634, 1.524, -1.680], [2.226, 4.043, -2.714], [1.569, 3.117, -2.474], [1.455, 1.635, 0.300], [1.845, 1.619, 1.401], [1.959, 0.240, -2.279], [2.790, -0.573, -2.275], [-0.966, 2.499, -1.132], [-1.801, 3.019, -0.525], [-0.778, -0.748, -0.846], [-0.626, -1.103, 0.522], [0.588, -1.612, 0.956], [0.672, -2.042, 2.307], [-0.413, -1.865, 3.162], [-1.576, -1.222, 2.727], [-1.669, -0.787, 1.379], [-0.508, -1.484, -1.490], [-1.754, -0.579, -1.026], [1.445, -1.597, 0.279], [1.598, -2.489, 2.661], [-0.353, -2.218, 4.199], [-2.403, -1.036, 3.409], [-2.492, -0.163, 1.007]]
}



{
  "formula": "C2H4ClIN2O",
  "method": "ωB97M-V/def2-TZVPD",
  "e_lumo_ha": -0.0753,
  "e_homo_ha": -0.3061,
  "e_above_lowest_kj_mol": 129.4,
  "orbital_gap_ha": 0.2308,
  "elements": ["C", "C", "N", "N", "O", "Cl", "I", "H", "H", "H", "H"],
  "xyz": [[-0.520, -0.527, -0.414], [0.633, -0.363, 0.585], [-0.493, 0.254, -1.504], [0.300, -0.901, 1.799], [-1.358, -1.334, -0.100], [0.689, 2.658, -0.511], [2.583, 0.158, -0.008], [0.071, 1.220, -1.668], [-1.410, 0.254, -1.922], [-0.743, -1.159, 1.819], [0.866, -0.816, 2.535]]
}



Table of max |F| (eV/A), in record order: 2.5, 7.2, 7.4, 8.1